(1)
A structure of composition C35H39AgBCl2N5O4. Source: OMol25; level of theory: ωB97M-V/def2-TZVPD.

Output
LUMO	0.1543	Ha
orbital gap	5.4099	eV
charge	-2

Each line ends with the Mulliken charge.
Atoms and positions in Å:
Ag: 0.622 -0.474 -0.028  -0.3804
C: 3.853 1.296 -0.517  -1.3473
N: 2.501 1.033 -0.948  0.3407
C: 1.936 1.864 -1.738  -0.1204
C: 0.617 1.681 -2.261  0.3995
C: -0.072 2.535 -3.129  -0.9465
C: -1.324 1.943 -3.333  -0.4014
C: -1.312 0.767 -2.571  -0.8421
N: -0.147 0.594 -1.932  -0.0717
C: 4.832 0.482 -1.331  0.6263
C: 5.850 1.073 -2.068  -0.4747
C: 6.721 0.302 -2.831  -0.4897
C: 6.574 -1.076 -2.870  -0.3640
C: 5.547 -1.675 -2.145  -0.5038
C: 4.684 -0.905 -1.383  -0.1157
H: 3.930 0.987 0.530  0.2193
H: 4.121 2.363 -0.569  0.4825
H: 2.452 2.788 -2.043  0.2224
H: 0.289 3.477 -3.519  0.3750
H: -2.144 2.317 -3.928  0.4259
H: -2.115 0.051 -2.452  0.4156
H: 5.958 2.152 -2.049  0.3104
H: 7.508 0.781 -3.402  0.3386
H: 7.243 -1.680 -3.471  0.3392
H: 5.410 -2.749 -2.186  0.3734
H: 3.857 -1.361 -0.851  0.2305
Cl: -5.558 3.748 -2.184  -0.1670
C: -6.555 3.333 -0.824  0.7686
C: -7.730 2.651 -1.105  -0.6136
C: -8.505 2.131 -0.084  -0.3774
C: -8.085 2.293 1.227  -0.5495
C: -6.929 2.998 1.495  0.4944
Cl: -6.476 3.211 3.160  -0.2279
C: -6.115 3.571 0.492  -0.8484
N: -4.965 4.218 0.876  0.2712
C: -4.414 5.328 0.268  0.4599
C: -5.213 6.241 -0.428  -0.2967
C: -4.666 7.351 -1.051  -0.5296
C: -3.306 7.590 -0.962  -0.8150
C: -2.527 6.738 -0.187  -0.5797
C: -3.042 5.627 0.470  0.6382
C: -2.145 4.917 1.468  -1.6243
C: -1.815 3.392 1.346  1.1804
O: -2.794 2.598 1.507  -1.0437
O: -0.631 3.098 1.196  -0.7535
H: -7.996 2.496 -2.142  0.3964
H: -9.409 1.580 -0.308  0.3427
H: -8.650 1.884 2.054  0.3886
H: -4.224 3.534 1.340  0.3291
H: -6.279 6.056 -0.490  0.4505
H: -5.309 8.022 -1.610  0.3587
H: -2.856 8.437 -1.467  0.3505
H: -1.470 6.947 -0.064  0.3155
H: -2.599 5.040 2.460  0.3948
H: -1.189 5.438 1.478  0.2803
C: 0.026 -4.310 1.100  -0.5585
N: 0.831 -4.623 -0.080  0.0986
C: 0.643 -5.919 -0.690  -0.9627
C: 1.187 -3.583 -0.840  0.4705
N: 1.438 -2.548 -1.295  -0.4781
H: 0.367 -4.911 1.945  0.3092
H: -1.032 -4.520 0.911  0.2949
H: 0.135 -3.248 1.337  -0.1863
H: 0.953 -6.703 0.005  0.2814
H: 1.251 -5.990 -1.591  0.3585
H: -0.406 -6.092 -0.960  0.3038
C: -0.436 -1.290 5.246  -2.3587
C: -0.331 -0.180 4.200  2.1988
C: -1.457 0.825 4.406  -1.6515
O: -0.531 -0.789 2.921  -0.3094
B: 0.600 -0.661 2.107  0.0686
O: 1.637 -0.118 2.894  -0.2210
C: 1.099 0.461 4.089  2.0105
C: 1.079 1.973 3.879  -1.6594
C: 2.038 0.123 5.242  -2.1866
H: -1.416 -1.759 5.144  0.5508
H: -0.339 -0.905 6.264  0.3016
H: 0.323 -2.055 5.081  0.3705
H: -2.405 0.288 4.482  0.4780
H: -1.534 1.497 3.553  0.1347
H: -1.314 1.406 5.322  0.2712
H: 0.487 2.243 3.004  0.0713
H: 2.105 2.303 3.699  0.4877
H: 0.695 2.500 4.756  0.2940
H: 2.180 -0.952 5.343  0.3660
H: 1.663 0.522 6.189  0.3412
H: 3.011 0.576 5.042  0.4754

***

(2)
A structure of composition C35H39Cl2HgN4O3PSSb. Source: OMol25; level of theory: ωB97M-V/def2-TZVPD.

Output
LUMO (alpha / beta)	0.1630 / 0.1629	Ha
spin multiplicity	2
orbital gap (alpha / beta)	4.3450 / 6.0567	eV
charge	-2

Each line ends with the Mulliken spin population.
Atoms and positions in Å:
Hg: -19.060 -6.469 0.243  -0.0272
C: -18.141 -10.653 -2.590  -0.0003
C: -18.490 -9.718 -1.459  0.0004
N: -17.968 -8.489 -1.390  -0.0017
N: -16.933 -8.287 -2.177  -0.0010
C: -16.583 -7.015 -2.430  -0.0006
N: -15.269 -6.842 -2.663  0.0002
S: -17.747 -5.803 -2.634  -0.0039
C: -19.447 -10.100 -0.422  -0.0005
C: -20.121 -11.354 -0.563  0.0010
C: -21.015 -11.759 0.399  -0.0004
C: -21.237 -10.930 1.508  -0.0008
C: -20.582 -9.711 1.566  -0.0034
N: -19.730 -9.296 0.643  -0.0020
H: -17.181 -10.332 -3.001  0.0000
H: -18.932 -10.528 -3.337  0.0000
H: -18.103 -11.682 -2.269  0.0000
H: -14.580 -7.562 -2.641  0.0000
H: -15.031 -5.965 -3.097  0.0000
H: -19.867 -11.956 -1.425  0.0001
H: -21.583 -12.678 0.339  0.0000
H: -21.956 -11.240 2.289  -0.0002
H: -20.805 -9.017 2.397  0.0050
O: -21.391 -6.784 1.876  0.1997
C: -21.044 -5.942 1.089  0.2902
C: -21.811 -4.737 0.760  0.1733
C: -23.110 -4.562 1.321  0.0937
C: -23.857 -3.445 1.045  -0.0629
C: -23.371 -2.505 0.118  0.2613
C: -22.122 -2.586 -0.468  -0.1622
C: -21.306 -3.701 -0.125  0.1899
P: -19.717 -3.829 -0.881  -0.0260
C: -20.204 -3.548 -2.632  -0.0192
C: -21.418 -4.086 -3.094  0.0188
C: -21.835 -3.874 -4.405  -0.0033
C: -21.030 -3.197 -5.282  0.0014
C: -19.809 -2.707 -4.856  -0.0008
C: -19.398 -2.901 -3.544  0.0029
C: -18.953 -2.224 -0.375  0.0099
C: -17.735 -1.844 -0.938  0.0023
C: -17.168 -0.608 -0.707  -0.0020
C: -17.770 0.241 0.196  0.0012
C: -18.926 -0.154 0.839  -0.0084
C: -19.480 -1.393 0.620  -0.0119
H: -23.464 -5.304 2.023  0.0361
H: -24.825 -3.297 1.506  -0.0015
H: -24.022 -1.667 -0.157  0.0280
H: -21.784 -1.805 -1.126  -0.0071
H: -22.093 -4.626 -2.415  0.0161
H: -22.816 -4.233 -4.740  0.0017
H: -21.334 -3.071 -6.321  0.0005
H: -19.188 -2.134 -5.529  -0.0007
H: -18.451 -2.456 -3.204  0.0009
H: -17.211 -2.537 -1.566  0.0001
H: -16.230 -0.321 -1.181  -0.0005
H: -17.331 1.211 0.398  0.0003
H: -19.402 0.575 1.512  0.0012
H: -20.336 -1.677 1.215  0.0036
Cl: -16.159 -8.724 5.205  0.0000
C: -17.151 -8.916 3.680  -0.0001
Cl: -17.622 -10.623 3.419  0.0000
C: -16.419 -8.343 2.424  -0.0005
O: -15.405 -8.901 1.957  -0.0001
O: -17.006 -7.248 1.974  0.0059
H: -18.061 -8.341 3.885  0.0003
C: -13.171 -3.349 0.169  -0.0001
C: -14.551 -3.626 -0.323  -0.0001
Sb: -15.531 -5.395 0.718  0.0029
C: -16.690 -4.146 2.110  -0.0086
C: -15.931 -3.034 2.788  0.0004
C: -13.945 -5.808 2.189  0.0002
C: -12.934 -6.741 1.555  0.0003
H: -12.763 -2.454 -0.290  0.0000
H: -12.499 -4.161 -0.047  0.0000
H: -13.129 -3.197 1.247  0.0000
H: -14.524 -3.869 -1.381  0.0000
H: -15.238 -2.780 -0.188  0.0001
H: -17.100 -4.864 2.830  -0.0012
H: -17.524 -3.752 1.522  0.0094
H: -15.176 -3.457 3.462  -0.0001
H: -16.597 -2.421 3.413  0.0001
H: -15.445 -2.361 2.074  0.0000
H: -14.444 -6.313 3.028  0.0000
H: -13.510 -4.862 2.534  -0.0001
H: -13.432 -7.703 1.390  0.0000
H: -12.049 -6.918 2.180  0.0000
H: -12.596 -6.393 0.571  -0.0001

***

(3)
A cluster of 2 separate species, C35H39N2Si in total. Source: OMol25; level of theory: ωB97M-V/def2-TZVPD.

Output
LUMO	-0.1623	Ha
orbital gap	6.2001	eV
charge	+1

Each line ends with the Mulliken charge.
Atoms and positions in Å:
C: -5.101 -4.052 -2.270  -0.6095
C: -5.799 -2.714 -2.563  -0.5907
C: -4.720 -1.624 -2.510  -0.3634
N: -3.515 -2.290 -2.029  0.1263
C: -2.369 -1.633 -1.872  -0.5399
C: -1.200 -2.188 -1.339  0.3934
C: 0.041 -1.524 -1.376  -0.4332
C: 1.229 -2.173 -1.881  0.5565
C: 2.211 -1.449 -2.609  -0.0222
C: 3.300 -2.106 -3.174  -0.8594
C: 3.456 -3.490 -3.010  -0.4431
C: 2.520 -4.212 -2.258  -0.8035
C: 1.411 -3.570 -1.713  -0.1471
C: -3.652 -3.730 -1.864  -0.5581
H: -5.595 -4.597 -1.463  0.2939
H: -5.097 -4.689 -3.160  0.2892
H: -6.269 -2.713 -3.548  0.3095
H: -6.565 -2.504 -1.812  0.3094
H: -4.548 -1.193 -3.511  0.3375
H: -4.993 -0.788 -1.846  0.0901
H: -2.354 -0.595 -2.233  0.6048
H: -1.257 -3.195 -0.913  0.3582
H: 0.028 -0.433 -1.365  -0.2052
H: 2.069 -0.373 -2.747  0.5613
H: 4.030 -1.536 -3.753  0.4091
H: 4.306 -4.004 -3.462  0.3944
H: 2.650 -5.286 -2.105  0.4155
H: 0.667 -4.130 -1.140  0.2753
H: -3.464 -4.027 -0.820  0.3389
H: -2.929 -4.280 -2.489  0.3468
C: 4.393 2.971 -0.942  -0.5632
C: 3.850 3.889 -0.037  -0.7375
C: 2.716 3.555 0.712  -0.4649
C: 2.121 2.293 0.562  0.3800
Si: 0.638 1.773 1.553  -0.3412
C: 0.415 2.989 2.946  0.3741
C: -0.795 3.685 3.095  -0.3540
C: -0.941 4.635 4.112  -0.6886
C: 0.116 4.896 4.992  -0.5418
C: 1.322 4.200 4.853  -0.7753
C: 1.472 3.252 3.832  -0.1560
C: -0.884 1.700 0.493  0.2701
C: -0.929 2.410 -0.714  -0.2563
C: -2.111 2.441 -1.461  -0.6730
C: -3.244 1.748 -1.017  -0.7314
C: -3.181 0.993 0.157  -0.6767
C: -2.001 0.961 0.910  0.1128
C: 0.950 0.012 2.142  0.0964
C: 2.254 -0.157 2.951  -0.3783
C: 2.864 -1.488 2.469  -0.9748
C: 1.995 -1.964 1.293  -0.4324
N: 1.002 -0.921 1.011  0.0034
C: 2.670 1.377 -0.344  0.3907
C: 3.804 1.709 -1.094  -0.8670
H: 5.273 3.237 -1.530  0.3851
H: 4.309 4.871 0.092  0.3989
H: 2.292 4.273 1.419  0.4301
H: -1.618 3.486 2.405  0.2776
H: -1.885 5.174 4.216  0.4002
H: 0.000 5.637 5.785  0.3796
H: 2.154 4.395 5.532  0.4016
H: 2.424 2.724 3.721  0.3356
H: -0.042 2.947 -1.059  0.4387
H: -2.145 3.009 -2.392  0.3943
H: -4.175 1.797 -1.586  0.4011
H: -4.049 0.426 0.499  0.4607
H: -1.959 0.368 1.827  0.3735
H: 0.073 -0.179 2.794  0.5618
H: 2.953 0.667 2.748  0.0146
H: 2.038 -0.138 4.026  0.4012
H: 3.899 -1.346 2.139  0.3899
H: 2.860 -2.237 3.267  0.2345
H: 2.599 -2.126 0.391  0.0342
H: 1.499 -2.924 1.514  0.4602
H: 0.082 -1.291 0.792  0.2381
H: 2.207 0.392 -0.452  0.2945
H: 4.221 0.976 -1.787  0.4441

***

(4)
A structure of composition C35H39N5O7PtSSeSi. Source: OMol25; level of theory: ωB97M-V/def2-TZVPD.

Output
LUMO (alpha / beta)	0.1447 / 0.1448	Ha
orbital gap (alpha / beta)	5.8171 / 5.8074	eV
charge	-2

Each line ends with the Mulliken charge.
Atoms and positions in Å:
Pt: -0.368 1.516 -1.071  1.9583
N: 4.627 -4.045 4.408  -0.6416
C: 4.238 -2.770 3.937  1.1099
C: 3.201 -2.078 4.552  -0.7030
C: 2.824 -0.823 4.093  -0.2818
C: 3.481 -0.245 3.014  -0.7593
C: 4.549 -0.915 2.419  -0.2258
C: 4.922 -2.169 2.881  -0.7497
S: 2.956 1.359 2.461  1.3970
O: 4.161 2.137 2.278  -0.7692
O: 2.014 1.785 3.464  -0.7705
N: 2.137 1.146 1.132  -0.0681
C: 2.704 0.968 -0.055  -0.4244
N: 1.935 1.288 -1.172  0.2531
C: 2.499 1.195 -2.360  -0.7078
C: 3.780 0.726 -2.566  -1.3820
C: 4.471 0.377 -1.418  -0.2974
N: 3.985 0.503 -0.202  -0.3118
H: 3.880 -4.547 4.861  0.2229
H: 5.066 -4.615 3.703  0.2152
H: 2.684 -2.527 5.395  0.2644
H: 2.009 -0.279 4.554  0.4911
H: 5.053 -0.449 1.580  0.4724
H: 5.756 -2.692 2.422  0.2773
H: 1.874 1.556 -3.173  1.0421
H: 4.210 0.656 -3.554  0.4301
H: 5.485 -0.015 -1.483  0.3845
C: -0.862 4.897 2.346  -1.2982
Si: -0.764 4.161 0.618  0.1238
C: -1.779 5.209 -0.521  -1.1080
C: 1.011 4.337 0.093  -0.9018
N: -1.216 2.487 0.661  -0.0937
C: -2.050 1.885 1.558  0.0851
C: -3.061 2.586 2.251  -0.4098
C: -3.880 1.997 3.208  -0.8983
C: -3.758 0.648 3.505  -0.7354
C: -2.805 -0.095 2.803  -0.9907
C: -2.000 0.505 1.858  0.2862
O: -1.037 -0.197 1.155  0.2757
C: -1.124 -1.525 0.942  0.7015
C: -2.252 -2.090 0.354  0.1694
C: -2.274 -3.452 0.083  -0.8550
C: -1.177 -4.251 0.395  -0.9397
C: -0.045 -3.666 0.960  -0.1825
C: -0.015 -2.303 1.230  -1.2770
H: -0.077 5.659 2.459  0.4573
H: -0.681 4.113 3.093  0.3281
H: -1.826 5.371 2.561  0.3060
H: -1.651 6.273 -0.274  0.3785
H: -2.842 4.948 -0.455  0.2515
H: -1.496 5.062 -1.569  0.2824
H: 1.269 5.404 0.099  0.4896
H: 1.184 3.959 -0.924  0.1639
H: 1.676 3.800 0.778  0.0477
H: -3.191 3.633 2.010  0.3518
H: -4.623 2.602 3.718  0.3598
H: -4.379 0.173 4.255  0.3726
H: -2.683 -1.153 3.006  0.4071
H: -3.096 -1.452 0.108  0.6474
H: -3.149 -3.887 -0.388  0.6081
H: -1.197 -5.315 0.184  0.3421
H: 0.827 -4.271 1.190  0.4222
H: 0.862 -1.819 1.640  0.4168
O: -2.010 4.184 -4.093  -0.7632
Se: -1.694 2.678 -3.558  1.0143
O: -2.400 2.362 -2.067  -0.5849
O: -0.047 2.513 -3.198  -0.6903
O: -2.126 1.505 -4.636  -0.8234
C: 0.145 -0.634 -3.927  -1.2706
C: -0.493 -1.165 -2.626  4.2886
C: 0.586 -1.917 -1.823  -1.3036
C: -1.009 -0.030 -1.786  -1.5139
C: -1.667 -2.077 -3.020  -0.8470
C: -1.713 -3.424 -2.689  -0.1434
C: -2.804 -4.214 -3.055  -0.8649
C: -3.856 -3.660 -3.769  -0.5563
C: -3.807 -2.312 -4.119  -0.9505
C: -2.726 -1.525 -3.749  -0.5411
H: 1.065 -0.112 -3.702  0.1557
H: -0.513 0.058 -4.455  0.2956
H: 0.359 -1.506 -4.552  0.4946
H: 1.345 -1.209 -1.490  -0.2734
H: 1.060 -2.673 -2.457  0.6544
H: 0.176 -2.402 -0.932  -0.1020
H: -2.100 0.020 -1.719  1.0812
H: -0.903 -3.875 -2.129  0.5719
H: -2.820 -5.263 -2.783  0.3884
H: -4.710 -4.266 -4.041  0.3653
H: -4.613 -1.867 -4.691  0.4374
H: -2.696 -0.467 -4.024  0.4703

***

(5)
A structure of composition C35H40BF2IN6O4SiZr. Source: OMol25; level of theory: ωB97M-V/def2-TZVPD.

Output
LUMO	-0.0048	Ha
orbital gap	6.4967	eV

Each line ends with the Mulliken charge.
Atoms and positions in Å:
Zr: 0.700 0.232 0.006  -0.2891
C: 4.682 -1.088 2.061  -1.1157
C: 4.248 -2.026 0.979  0.2121
N: 5.059 -2.993 0.600  -0.6398
C: 4.649 -3.839 -0.354  -1.1461
C: 3.412 -3.789 -0.957  0.6200
C: 3.077 -4.797 -2.024  -0.8787
O: 2.019 -5.679 -1.655  -0.5488
C: 2.518 -2.770 -0.556  0.5947
C: 1.196 -2.716 -1.170  -1.2629
N: 0.265 -1.827 -1.074  0.9189
C: -0.859 -1.976 -2.001  -0.3963
C: -0.760 -2.974 -3.264  -0.6175
C: -1.928 -3.816 -3.530  -1.2415
C: -3.125 -3.599 -2.982  -0.7470
C: -3.279 -2.579 -1.960  -0.5052
C: -2.223 -1.915 -1.469  -0.2955
I: -2.630 -0.595 0.106  0.1667
C: 2.967 -1.864 0.398  0.6437
O: 2.207 -0.864 0.794  0.4178
H: 5.737 -1.243 2.273  0.3818
H: 4.509 -0.052 1.767  0.0962
H: 4.102 -1.261 2.972  0.2654
H: 5.358 -4.604 -0.654  0.3892
H: 2.740 -4.306 -2.939  0.2796
H: 3.981 -5.359 -2.274  0.4880
H: 2.249 -6.083 -0.812  0.3596
H: 0.989 -3.578 -1.790  1.0083
H: 0.173 -3.509 -3.392  0.3579
H: -1.785 -4.657 -4.200  0.4350
H: -3.975 -4.220 -3.230  0.3818
H: -4.264 -2.398 -1.552  0.4127
O: -0.315 1.713 0.953  0.2966
C: -0.739 2.218 2.100  -0.3669
C: -1.338 3.482 2.124  -0.8558
C: -1.752 4.041 3.317  -0.8173
C: -1.596 3.354 4.517  -0.9672
C: -1.039 2.091 4.497  -0.7997
C: -0.607 1.506 3.305  0.9478
C: -0.094 0.140 3.279  -0.1099
N: 0.052 -0.625 2.209  0.4381
C: 0.422 -1.875 2.659  -0.4402
C: 0.510 -1.864 4.008  -1.1844
N: 0.190 -0.578 4.390  -0.0791
H: -1.463 4.007 1.189  0.5002
H: -2.210 5.022 3.312  0.4465
H: -1.923 3.790 5.450  0.4153
H: -0.961 1.545 5.431  0.3242
H: 0.604 -2.686 1.976  0.5352
H: 0.766 -2.628 4.719  0.4560
H: 0.165 -0.228 5.330  0.1596
C: 1.005 2.406 -3.737  -1.6667
N: -0.432 2.219 -3.601  0.6155
C: -1.275 2.773 -4.645  -0.9825
C: -0.959 1.497 -2.640  -0.4607
O: -0.312 0.886 -1.771  0.4723
H: 1.318 2.057 -4.721  0.4167
H: 1.521 1.842 -2.970  0.5674
H: 1.243 3.466 -3.631  0.3489
H: -1.050 2.288 -5.595  0.3169
H: -1.095 3.845 -4.734  0.3525
H: -2.321 2.603 -4.402  0.3382
H: -2.048 1.426 -2.636  0.2904
F: -1.652 -0.669 -4.105  -0.4227
B: -0.642 -1.431 -3.526  1.5100
F: 0.638 -0.942 -3.830  -0.3072
C: 0.753 4.272 -0.493  -0.7795
Si: 2.277 3.358 0.133  0.3172
C: 2.432 3.432 2.006  -0.9421
C: 3.711 4.298 -0.646  -1.3720
N: 2.219 1.698 -0.422  1.1042
C: 3.345 1.087 -0.996  0.1710
C: 4.669 1.305 -0.588  -0.2666
C: 5.715 0.619 -1.181  -0.7877
C: 5.490 -0.311 -2.190  -0.9460
C: 4.189 -0.546 -2.605  -1.1270
C: 3.142 0.151 -2.018  0.7865
H: 0.460 5.074 0.189  0.4902
H: -0.105 3.619 -0.639  -0.1791
H: 1.003 4.735 -1.452  0.4020
H: 1.993 4.339 2.427  0.3540
H: 3.489 3.409 2.287  0.3736
H: 1.950 2.579 2.487  0.0763
H: 3.410 5.345 -0.752  0.4753
H: 3.948 3.921 -1.643  0.3130
H: 4.633 4.282 -0.063  0.3764
H: 4.878 1.987 0.227  0.2930
H: 6.725 0.801 -0.833  0.4132
H: 6.320 -0.839 -2.641  0.3886
H: 3.976 -1.262 -3.389  0.5577
H: 2.137 -0.038 -2.393  0.4748

***

| no. | maximum force (eV/A) | calculated total energy (a.u.) |
| --- | --- | --- |
| 1 | 2.0 | -3024.1535 |
| 2 | 3.2 | -3855.3842 |
| 3 | 2.4 | -1755.8646 |
| 4 | 1.3 | -5365.9176 |
| 5 | 1.1 | -2846.3968 |